{"formula": "C17H26BBr27ClFNO3", "method": "ωB97M-V/def2-TZVPD", "species": ["C", "C", "O", "C", "O", "B", "Cl", "C", "C", "F", "C", "C", "C", "N", "O", "H", "H", "H", "H", "H", "H", "H", "H", "H", "H", "H", "H", "H", "H", "H", "H", "H", "C", "Br", "Br", "Br", "H", "C", "Br", "Br", "Br", "H", "C", "Br", "Br", "Br", "H", "C", "Br", "Br", "Br", "H", "C", "Br", "Br", "Br", "H", "C", "Br", "Br", "Br", "H", "C", "Br", "Br", "Br", "H", "C", "Br", "Br", "Br", "H", "C", "Br", "Br", "Br", "H"], "positions_angstrom": [[4.01853, -0.51767, 2.66009], [4.32035, -0.40804, 1.17707], [4.74211, 0.91478, 0.81177], [3.17393, -0.84729, 0.26542], [2.69842, -2.08198, 0.70093], [1.23816, -2.24972, 0.81244], [0.45301, -1.92571, -0.94023], [0.98069, -3.82733, 1.15899], [1.76480, -4.35699, 2.34434], [3.08576, -4.66908, 2.00228], [0.59737, -1.25521, 1.94159], [-0.92983, -1.11882, 1.90492], [-1.68399, -2.07261, 2.80970], [-3.11566, -1.79285, 2.95767], [-1.20670, -2.99709, 3.40249], [3.27172, 0.22387, 2.95309], [3.63123, -1.50381, 2.90764], [4.94289, -0.38764, 3.23235], [5.15776, -1.08779, 0.96446], [5.41056, 1.16562, 1.45447], [3.59350, -0.92744, -0.74638], [2.40974, -0.06207, 0.22688], [1.34648, -4.38284, 0.28565], [-0.07801, -4.06974, 1.25357], [1.32356, -5.30112, 2.68612], [1.77161, -3.67913, 3.20049], [0.84890, -1.65898, 2.92834], [1.02749, -0.24904, 1.91392], [-1.34147, -1.20937, 0.89479], [-1.22240, -0.11698, 2.24890], [-3.50031, -1.78044, 2.01428], [-3.17975, -0.81628, 3.23974], [-0.71950, -1.48569, -5.08461], [0.53545, -0.21539, -4.37879], [-1.90442, -2.15107, -3.73007], [-1.63878, -0.79632, -6.65175], [-0.14707, -2.33779, -5.42155], [-4.73510, 3.11034, -0.03117], [-4.37779, 3.31036, 1.84990], [-3.13370, 2.59274, -0.95584], [-6.17682, 1.87143, -0.35248], [-5.04303, 4.07018, -0.42083], [-2.88929, 3.71178, -5.02639], [-1.45897, 4.47251, -3.98087], [-2.58061, 1.82848, -5.29510], [-4.61830, 4.08121, -4.25184], [-2.87034, 4.19130, -5.99389], [-1.52302, 3.75731, 4.44710], [0.00129, 4.18706, 5.54409], [-1.51895, 1.90120, 3.94866], [-3.17686, 4.27796, 5.30016], [-1.44144, 4.33644, 3.53813], [-0.39012, 0.80226, 7.92866], [-0.03979, 0.90648, 9.82163], [1.14867, 0.18186, 6.95686], [-1.94441, -0.26368, 7.54796], [-0.59734, 1.80790, 7.58833], [2.89468, 5.84097, 8.34441], [4.40785, 6.20289, 9.47933], [2.86963, 4.01121, 7.75508], [1.23636, 6.33077, 9.18999], [3.00001, 6.46026, 7.46574], [-8.77885, 5.08289, -4.46322], [-7.82542, 4.29242, -2.98416], [-7.62106, 6.02362, -5.67632], [-9.85263, 3.77483, -5.37951], [-9.45457, 5.81440, -4.04582], [2.45959, -3.75101, -7.27416], [3.66960, -2.44202, -6.55305], [1.25775, -4.41975, -5.92859], [1.50511, -3.07216, -8.80180], [3.04666, -4.59630, -7.61766], [4.65151, -5.85753, -10.32830], [5.79372, -4.49004, -9.60463], [3.49175, -6.58164, -8.97135], [3.65390, -5.22406, -11.84612], [5.28266, -6.66370, -10.67150]], "mulliken_charge": [-1.29, 0.58, -0.58, -0.75, -0.51, 0.33, -0.19, -0.73, -0.17, -0.34, -0.47, -0.36, 0.51, -0.75, -0.43, 0.28, 0.17, 0.50, 0.10, 0.34, 0.26, 0.30, 0.33, 0.31, 0.28, 0.13, 0.16, 0.31, 0.27, -0.25, 0.32, 0.26, 0.69, 0.04, 0.03, -0.12, -0.68, -0.35, -0.01, 0.08, -0.04, 0.32, -0.46, -0.05, 0.15, 0.10, 0.34, -0.48, -0.02, 0.32, -0.04, 0.41, -0.12, -0.05, 0.02, -0.02, 0.13, -0.31, -0.06, 0.00, -0.01, 0.36, -0.32, -0.01, -0.03, -0.01, 0.32, 0.25, 0.02, -0.05, 0.03, -0.29, -0.32, 0.00, -0.02, 0.00, 0.34], "charge": -1, "spin_multiplicity": 1, "orbital_gap_ev": 6.2}

***

{"formula": "C16H12Cl3N3O4", "method": "ωB97M-V/def2-TZVPD", "species": ["O", "C", "N", "C", "O", "N", "H", "C", "C", "C", "C", "C", "C", "C", "H", "H", "H", "H", "H", "H", "H", "H", "C", "H", "H", "O", "C", "O", "C", "N", "C", "C", "C", "C", "Cl", "Cl", "Cl", "H"], "positions_angstrom": [[0.34082, -1.06436, 0.86378], [0.05313, -2.07098, 0.25886], [-1.20608, -2.53578, 0.07293], [-2.44711, -1.95203, 0.47744], [-3.46819, -2.51419, 0.16148], [-2.33304, -0.84087, 1.20684], [-1.41096, -0.43552, 1.32672], [-3.49117, -0.05775, 1.59456], [-3.60502, 1.18252, 0.74473], [-3.98248, 1.06796, -0.58781], [-4.05593, 2.19025, -1.39226], [-3.75310, 3.43792, -0.87206], [-3.37478, 3.55842, 0.45368], [-3.29693, 2.43411, 1.25794], [-2.99898, 2.53114, 2.29239], [-3.13650, 4.52928, 0.86267], [-3.81154, 4.31473, -1.49978], [-4.35095, 2.09273, -2.42650], [-4.21917, 0.09274, -0.98774], [-3.39504, 0.20646, 2.65127], [-4.36685, -0.69752, 1.45743], [-1.34425, -3.38156, -0.46521], [1.12868, -2.97035, -0.36706], [1.21234, -3.90585, 0.18960], [0.88036, -3.16586, -1.41665], [2.39221, -2.34190, -0.27347], [2.53353, -1.24273, -1.02710], [1.72065, -0.86294, -1.82054], [3.85820, -0.58057, -0.77951], [4.55500, -0.27471, -1.86200], [5.71713, 0.32574, -1.74640], [6.26191, 0.67543, -0.51264], [5.53954, 0.37484, 0.64253], [4.30694, -0.27413, 0.51060], [3.38251, -0.63338, 1.90116], [6.14411, 0.78696, 2.18719], [7.77989, 1.46003, -0.41136], [6.24114, 0.54173, -2.66571]], "nbo_charge": [-0.60, 0.68, -0.65, 0.79, -0.64, -0.62, 0.44, -0.26, 0.05, -0.24, -0.19, -0.22, -0.20, -0.24, 0.21, 0.21, 0.21, 0.21, 0.22, 0.20, 0.24, 0.42, -0.18, 0.22, 0.22, -0.48, 0.78, -0.55, 0.06, -0.36, 0.03, -0.09, -0.07, -0.06, 0.09, 0.08, 0.06, 0.21], "charge": 0, "spin_multiplicity": 1, "smiles": "O=C(COC(=O)c1ncc(Cl)c(Cl)c1Cl)NC(=O)NCc1ccccc1", "orbital_gap_ev": 9.2}